Computed, not measured: 11 unconnected molecules or ions with the total composition C28H81N3O11, with ωB97M-V/def2-TZVPD.

XYZ file:
```
123
Properties=species:S:1:pos:R:3:mulliken_charge:R:1
C 17.3503 -23.4124 17.6385 -0.800
O 16.1187 -22.7449 17.7044 -0.329
C 16.1542 -21.5789 18.5218 -1.137
C 14.7700 -21.3059 19.0250 0.873
C 13.8264 -20.8628 17.9047 -0.881
N 14.9216 -20.1799 19.9949 0.521
H 18.2172 -22.7745 17.4285 0.307
H 17.3119 -24.1370 16.8237 0.257
H 17.5369 -23.9600 18.5697 0.297
H 16.8818 -21.6327 19.3423 0.552
H 16.5646 -20.7680 17.8985 0.282
H 14.4069 -22.1464 19.6159 0.174
H 13.8965 -21.5333 17.0451 0.460
H 13.9679 -19.8236 17.6076 0.147
H 12.7874 -20.9064 18.2430 -0.160
H 15.2825 -19.3902 19.4526 -0.218
H 14.0201 -19.8162 20.2934 -0.160
C 11.9874 -14.0593 21.6402 -0.116
O 11.1824 -13.7152 20.5190 -0.479
C 11.5863 -14.3379 19.3206 -0.630
C 13.0169 -14.0378 18.8923 1.766
C 13.2748 -12.5298 18.8989 -1.525
N 13.2441 -14.6162 17.5616 -0.580
H 11.5568 -13.6645 22.5575 0.322
H 12.9482 -13.5378 21.5471 0.137
H 12.0678 -15.1499 21.6453 -0.126
H 11.4478 -15.4213 19.4479 -0.032
H 10.8598 -14.0368 18.5626 0.472
H 13.6846 -14.5581 19.5810 -0.646
H 12.5335 -12.0306 18.2737 0.353
H 14.2839 -12.3300 18.5235 0.396
H 13.2997 -12.0479 19.8796 0.263
H 14.2130 -14.4263 17.3146 0.176
H 12.7000 -14.0457 16.9142 0.360
C 16.8753 -13.6768 17.2845 -0.971
O 16.1755 -14.6972 17.9531 -0.150
C 17.0073 -15.3705 18.8892 -1.091
C 16.1551 -16.4803 19.5102 1.537
C 17.0085 -17.2676 20.5038 -1.860
N 15.5826 -17.4100 18.5062 -0.388
H 16.2161 -13.1959 16.5595 0.280
H 17.7345 -14.0637 16.7292 0.338
H 17.2122 -12.8768 17.9517 0.364
H 17.8608 -15.8194 18.3687 0.431
H 17.3650 -14.6933 19.6699 0.432
H 15.3116 -16.0030 20.0107 -0.772
H 16.4847 -18.1535 20.8559 0.198
H 17.2950 -16.7031 21.3941 0.464
H 17.9325 -17.5887 20.0143 0.431
H 16.2656 -17.6202 17.7850 0.261
H 14.8331 -16.8513 18.0987 0.252
C 12.6402 -14.9478 25.2001 -0.431
C 13.6711 -13.8269 25.2935 -0.458
O 14.8903 -14.2620 24.6817 -0.443
H 12.9375 -15.7755 25.8468 0.240
H 12.6724 -15.3668 24.1949 -0.286
H 11.6673 -14.6030 25.5404 0.452
H 13.8572 -13.6460 26.3595 0.332
H 13.3347 -12.8807 24.8623 0.361
H 15.4454 -13.4827 24.5848 0.251
C 8.2149 -20.5108 18.1710 -0.640
C 9.1917 -19.6202 17.4415 -0.404
O 10.2111 -19.1883 18.3335 -0.505
H 8.5869 -21.4333 18.6125 -0.007
H 7.3566 -20.7218 17.5335 0.439
H 7.8250 -19.9372 19.0196 0.044
H 8.6784 -18.7324 17.0528 0.347
H 9.6203 -20.1022 16.5551 0.334
H 10.8467 -18.6052 17.9078 0.156
C 12.8413 -17.9193 22.4190 0.153
C 12.5543 -18.0137 20.9372 1.161
O 12.0180 -19.2994 20.6439 0.791
H 13.4727 -18.7520 22.7525 -0.209
H 11.9454 -17.9854 23.0402 -0.384
H 13.4239 -17.0448 22.7159 0.436
H 13.4978 -17.8269 20.4072 -0.771
H 11.8337 -17.2594 20.6093 -0.241
H 11.3009 -19.1946 20.0063 -0.438
C 14.1417 -22.3056 22.8117 0.128
C 15.6700 -22.2887 22.6296 -0.521
O 16.1303 -20.9567 22.4811 -0.654
H 13.6919 -22.1273 21.8325 -0.458
H 13.8174 -21.4938 23.4613 -0.019
H 13.7933 -23.2722 23.1773 0.441
H 15.9422 -22.9142 21.7728 0.341
H 16.1537 -22.7081 23.5121 0.421
H 15.7022 -20.5755 21.6740 0.313
C 9.0418 -19.9812 22.0433 -0.003
C 8.5799 -18.5447 21.8418 -0.247
O 8.2928 -17.9208 23.0888 -0.612
H 8.3487 -20.5274 22.6838 0.616
H 10.0368 -20.0291 22.4910 -0.160
H 9.1605 -20.4762 21.0751 -0.387
H 7.6990 -18.5234 21.1889 0.347
H 9.3246 -17.9674 21.2929 0.011
H 7.5070 -18.3059 23.4846 0.297
C 15.5113 -17.7280 24.7834 0.174
C 15.0462 -18.9285 25.5616 -0.286
O 15.8712 -20.0776 25.2803 -0.635
H 14.7729 -16.9230 24.8568 -0.223
H 15.5731 -17.9430 23.7141 -0.314
H 16.4558 -17.3188 25.1325 0.406
H 14.0048 -19.2435 25.4373 0.049
H 15.2094 -18.7820 26.6340 0.403
H 15.6584 -20.3658 24.3775 0.312
C 11.2577 -18.4565 27.0195 -1.129
C 10.3972 -18.6602 25.8040 0.080
O 10.3983 -17.5167 24.9360 -0.411
H 12.2894 -18.2274 26.7332 0.052
H 11.4352 -19.4088 27.5274 0.374
H 10.8518 -17.6964 27.6817 0.350
H 9.3550 -18.9005 26.0553 0.320
H 10.7719 -19.5103 25.2127 0.161
H 9.7880 -17.7650 24.2129 0.220
C 11.2067 -22.6839 19.8824 0.054
C 9.9360 -23.4896 20.1200 -0.553
O 10.1915 -24.4352 21.1641 -0.537
H 11.0292 -21.6861 19.4653 -0.448
H 11.8323 -23.1948 19.1499 0.507
H 11.7273 -22.4549 20.8096 0.034
H 9.6191 -24.0253 19.2208 0.286
H 9.1221 -22.8220 20.4245 0.257
H 9.4145 -24.4996 21.7231 0.311
```

Its energy relative to the best compared isomer or geometry (same formula, charge and spin) is 0.0 kcal/mol. The calculation puts the HOMO energy at -0.3352 hartree. For the gap between HOMO and LUMO, the calculation gives 0.35164 hartree. Its structure (SMILES) is COC[C@H](C)N.COC[C@H](C)N.COC[C@H](C)N.CCO.CCO.CCO.CCO.CCO.CCO.CCO.CCO.

=====

Computed, not measured: 9 unconnected molecules or ions with the total composition C28H81N7O9, with ωB97M-V/def2-TZVPD.

XYZ file:
```
125
Properties=species:S:1:pos:R:3:mulliken_charge:R:1
C 2.8121 -2.5735 0.1282 -0.613
O 2.6102 -3.0174 1.5127 -0.446
C 3.2945 -2.1251 2.4248 -0.737
C 3.2730 -2.6401 3.8991 0.135
C 1.8230 -2.6157 4.4320 -1.118
N 4.1555 -1.9219 4.7840 -0.689
H 2.1686 -1.8335 -0.3475 0.033
H 2.5615 -3.4318 -0.4952 0.399
H 3.8448 -2.3215 -0.1130 0.480
H 4.3431 -1.9321 2.1983 0.493
H 2.8563 -1.1439 2.2424 0.402
H 3.5754 -3.6833 3.8067 0.324
H 1.8274 -2.6281 5.5219 0.487
H 1.2841 -3.4712 4.0249 0.321
H 1.2742 -1.7091 4.1771 0.018
H 5.0309 -2.4256 4.7910 0.313
H 4.3700 -1.0487 4.3240 0.278
C 1.4494 2.0783 3.9548 -0.647
O 1.4756 3.0778 4.9167 -0.341
C 2.4249 4.0941 4.6546 -0.625
C 2.3534 5.1552 5.7828 0.425
C 3.3130 6.3477 5.4995 -1.461
N 2.8052 4.5817 7.0701 -0.745
H 1.5832 2.4478 2.9381 0.318
H 0.4638 1.6137 3.9258 0.251
H 2.2382 1.3324 4.0527 0.283
H 3.4446 3.7092 4.6664 0.250
H 2.2012 4.5255 3.6789 0.374
H 1.3249 5.5107 5.8464 0.333
H 4.2971 6.0027 5.1823 0.324
H 3.5241 6.9115 6.4082 0.411
H 2.8702 6.9668 4.7192 0.358
H 3.7205 4.1570 7.1132 0.244
H 2.1599 3.8248 7.2451 0.287
C 1.3166 -2.2725 -3.4539 -0.372
O 2.5355 -1.5116 -3.5412 -0.482
C 2.3985 -0.2648 -2.9161 0.392
C 3.5034 0.7633 -3.3779 0.473
C 4.8915 0.1123 -3.0704 -1.428
N 3.4431 1.9678 -2.6355 -0.664
H 1.5649 -3.2305 -3.9108 0.425
H 0.4970 -1.8816 -4.0569 0.270
H 0.9431 -2.4897 -2.4532 -0.095
H 1.4132 0.2012 -2.9304 -0.229
H 2.6354 -0.3566 -1.8561 -0.182
H 3.3003 0.9119 -4.4384 0.351
H 5.1676 -0.7608 -3.6616 0.291
H 5.0317 -0.0536 -2.0022 0.297
H 5.5827 0.9304 -3.2727 0.431
H 2.4688 2.2085 -2.5215 0.074
H 3.9111 2.7470 -3.0759 0.314
C 0.8599 4.0818 -2.6151 -1.010
O 0.7485 2.7934 -3.1621 0.314
C 0.2828 2.5890 -4.4853 -0.738
C -1.2081 3.1052 -4.7143 0.071
C -2.1557 2.3159 -3.7738 -0.350
N -1.6407 2.8190 -6.1290 -0.812
H -0.1322 4.5289 -2.5512 0.380
H 1.6253 4.6335 -3.1609 0.232
H 1.1873 4.0174 -1.5774 0.244
H 0.9340 3.0193 -5.2462 0.447
H 0.3797 1.5287 -4.7187 0.195
H -1.3059 4.1709 -4.5078 0.370
H -2.0627 2.7094 -2.7616 -0.226
H -2.0941 1.2355 -3.9045 -0.072
H -3.2015 2.5268 -3.9973 0.552
H -1.4041 1.8705 -6.3826 0.265
H -1.0340 3.2918 -6.7835 0.282
C 0.0548 0.8828 -0.4738 0.139
O -0.4367 0.9347 0.8166 -0.306
C -0.1480 -0.2659 1.5826 -0.835
C -1.0474 -1.4343 1.1954 2.201
C -2.5779 -1.1989 1.3430 -0.818
N -0.5656 -2.5979 2.0325 -0.547
H -0.1131 -0.0320 -1.0423 -0.204
H 1.1098 1.1387 -0.5716 0.198
H -0.4983 1.7111 -0.9165 -0.008
H 0.8690 -0.6578 1.5695 -0.192
H -0.3066 -0.0333 2.6356 0.378
H -0.8298 -1.6881 0.1580 -0.553
H -3.0450 -1.9751 0.7368 0.371
H -2.7924 -0.2486 0.8540 -0.376
H -2.9973 -1.1664 2.3486 0.235
H 0.4296 -2.7553 1.9627 -0.418
H -0.8986 -3.4306 1.5680 0.664
C -5.8698 -0.4147 -0.6148 -0.479
O -5.7418 0.9766 -0.3796 -0.432
C -4.4972 1.4244 -0.9174 0.552
C -4.0860 2.7805 -0.3341 0.924
C -3.8571 2.7621 1.1604 -1.458
N -5.1468 3.7743 -0.7875 -0.857
H -6.8527 -0.7235 -0.2590 0.344
H -5.1223 -0.9462 -0.0259 0.059
H -5.7138 -0.7907 -1.6259 0.251
H -3.6610 0.7682 -0.6760 -0.781
H -4.7426 1.4339 -1.9793 0.496
H -3.1739 3.1018 -0.8370 -0.079
H -2.8860 2.3512 1.4368 0.149
H -4.5933 2.1203 1.6444 0.273
H -4.0059 3.7769 1.5291 0.529
H -5.3909 3.6373 -1.7579 0.271
H -5.9644 3.5714 -0.2303 0.312
C -2.5168 -1.6183 -2.8085 -0.746
O -1.6726 -2.6220 -2.2034 0.248
C -2.0675 -3.9705 -2.3496 -1.369
C -1.2242 -4.9101 -1.4896 0.673
C -1.4314 -6.4206 -1.6322 -1.658
N -1.5702 -4.4583 -0.1853 -0.377
H -3.5855 -1.7621 -2.6493 0.362
H -2.4398 -1.4867 -3.8878 0.412
H -2.3131 -0.6255 -2.4071 -0.136
H -3.1522 -4.0706 -2.3101 0.415
H -1.9357 -4.1552 -3.4158 0.586
H -0.1689 -4.7694 -1.7236 0.185
H -1.5403 -6.5976 -2.7023 0.404
H -2.3531 -6.7979 -1.1893 0.337
H -0.5497 -6.9091 -1.2175 0.336
H -2.5310 -4.7294 -0.0318 0.330
H -1.6820 -3.4593 -0.2826 -0.157
O -2.6866 -4.5472 2.9201 -0.671
H -3.2863 -4.6450 2.1805 0.303
H -2.1269 -3.8091 2.6792 0.331
O 1.0251 -5.1999 0.8386 -0.728
H 1.4827 -4.3987 1.0935 0.313
H 0.2878 -4.8969 0.3087 0.478
```

Its energy relative to the best compared isomer or geometry (same formula, charge and spin) is 82.5 kcal/mol. The calculation puts the HOMO energy at -0.3360 hartree. For the gap between HOMO and LUMO, the calculation gives 0.34683 hartree. Its structure (SMILES) is COC[C@H](C)N.COC[C@H](C)N.COC[C@H](C)N.COC[C@H](C)N.COC[C@H](C)N.COC[C@H](C)N.COC[C@H](C)N.O.O.